1.
{"formula": "C3H6O2S", "method": "the ωB97M-V functional and the def2-TZVPD basis", "fmax_ev_per_a": 1.0, "charge": 0, "smiles": "O=C(O)CCS", "homo_energy_ev": -9.3, "relative_energy_kj_mol": 28.68, "orbital_gap_ev": 10.0, "species": ["O", "C", "O", "C", "C", "S", "H", "H", "H", "H", "H", "H"], "xyz": [[0.536, 0.945, -2.340], [0.030, 0.883, -1.254], [-0.234, 2.013, -0.524], [-0.427, -0.322, -0.509], [0.080, -0.500, 0.942], [1.224, -1.958, 1.080], [-0.127, 2.764, -1.123], [-1.514, -0.216, -0.433], [-0.309, -1.238, -1.085], [-0.802, -0.656, 1.553], [0.572, 0.400, 1.296], [0.973, -2.115, 2.397]], "lowdin_charge": [0.117, -0.523, 0.083, -0.178, -0.518, 0.679, 0.122, 0.126, 0.108, 0.067, 0.066, -0.150]}

2.
{"formula": "C3H6O2S", "method": "the ωB97M-V functional and the def2-TZVPD basis", "fmax_ev_per_a": 3.2, "charge": 0, "smiles": "CC(C)=O.O=S", "homo_energy_ev": [-9.5, -9.5], "relative_energy_kj_mol": 282.54, "orbital_gap_ev": [7.7, 7.7], "species": ["C", "C", "C", "O", "O", "S", "H", "H", "H", "H", "H", "H"], "xyz": [[-0.284, -0.224, -0.536], [0.964, -0.470, -1.261], [-0.194, -0.431, 0.970], [2.393, -2.966, -2.302], [-1.257, 0.042, -1.138], [1.714, -3.321, -3.583], [1.675, -1.126, -0.878], [0.679, -0.769, -2.259], [1.500, 0.407, -1.520], [-1.147, -0.147, 1.499], [0.576, 0.219, 1.324], [0.048, -1.541, 1.054]], "lowdin_charge": [-0.550, -0.048, -0.017, -0.692, 0.103, 0.734, 0.044, 0.065, 0.088, 0.096, 0.065, 0.112]}